A structure of composition C40H44BClN13Rb. Source: the OMol25 dataset; level of theory: ωB97M-V/def2-TZVPD.

ORCA input file:
```
! wB97M-V def2-TZVPD RIJCOSX def2/J DEFGRID3
* xyz -1 2
Rb 1.015 0.406 0.241
C 0.148 2.869 3.030
N -0.655 1.657 2.895
C -2.079 1.896 2.733
C -2.463 2.010 1.282
N -2.203 1.102 0.389
C -2.714 1.623 -0.798
C -2.718 1.060 -2.073
C -3.228 1.824 -3.104
C -3.733 3.117 -2.876
C -3.769 3.672 -1.611
C -3.261 2.888 -0.579
N -3.117 3.103 0.780
C -0.159 3.822 1.915
N 0.093 3.594 0.665
C -0.400 4.709 -0.007
C -0.367 5.010 -1.367
C -0.961 6.185 -1.781
C -1.563 7.063 -0.864
C -1.570 6.801 0.493
C -0.971 5.610 0.898
N -0.803 5.017 2.137
H -0.031 3.390 3.986
H 1.209 2.612 2.970
H -0.464 1.017 3.652
H -2.623 1.051 3.156
H -2.419 2.794 3.274
H -2.305 0.073 -2.232
H -3.221 1.426 -4.111
H -4.101 3.694 -3.716
H -4.151 4.671 -1.441
H -3.278 3.962 1.273
H 0.122 4.339 -2.056
H -0.961 6.439 -2.833
H -2.020 7.975 -1.228
H -2.013 7.493 1.198
H -1.007 5.411 3.037
C 4.280 -1.879 0.424
C 3.057 -2.647 0.036
C 2.553 -3.854 0.568
C 1.392 -4.073 -0.136
N 1.243 -3.075 -1.026
N 2.260 -2.186 -0.917
B 0.002 -2.838 -1.908
N 0.159 -1.616 -2.835
C 0.228 -1.579 -4.179
C 0.385 -0.265 -4.562
C 0.421 0.448 -3.349
C 0.592 1.914 -3.107
N 0.271 -0.372 -2.322
N -1.211 -2.668 -0.956
C -2.507 -2.990 -1.132
C -3.188 -2.684 0.024
C -2.200 -2.157 0.876
C -2.357 -1.640 2.266
N -1.017 -2.143 0.288
N -0.150 -4.083 -2.824
C 0.846 -4.889 -3.240
C 0.347 -5.712 -4.226
C -0.999 -5.323 -4.354
C -2.049 -5.863 -5.273
N -1.290 -4.345 -3.509
H 5.018 -2.532 0.894
H 4.729 -1.419 -0.456
H 4.055 -1.059 1.112
H 2.982 -4.467 1.343
H 0.654 -4.857 -0.067
H 0.149 -2.486 -4.756
H 0.478 0.121 -5.563
H 0.654 2.454 -4.054
H -0.259 2.311 -2.552
H 1.499 2.132 -2.537
H -2.832 -3.419 -2.064
H -4.240 -2.812 0.217
H -2.633 -2.430 2.969
H -1.421 -1.193 2.604
H -3.138 -0.877 2.305
H 1.831 -4.807 -2.813
H 0.873 -6.482 -4.766
H -1.688 -6.751 -5.793
H -2.947 -6.137 -4.719
H -2.336 -5.128 -6.026
C 1.840 -0.867 3.289
C 2.640 -1.357 4.342
C 2.666 -2.736 4.646
C 3.443 -3.214 5.684
C 4.217 -2.337 6.440
C 4.218 -0.976 6.144
C 3.445 -0.487 5.109
H 1.273 -1.546 2.662
H 1.841 0.191 3.056
H 2.070 -3.413 4.046
H 3.452 -4.274 5.903
H 4.826 -2.715 7.252
H 4.834 -0.296 6.719
H 3.463 0.566 4.855
Cl 3.337 3.221 -0.241
C 3.775 1.740 0.902
H 4.374 2.234 1.682
H 4.532 1.241 0.278
*
```

Summary:
- Kohn-Sham gap (spin up / spin down) (eV) = 5.0 / 4.9
- E_HOMO (spin up / spin down) (eV) = -3.382 / -3.355
- <S²> = 0.79
- lowest unoccupied orbital energy (spin up / spin down) (hartree) = 0.0603 / 0.0575

***

A structure of composition C19H19N7O3PSZn at a distorted geometry. Source: the OMol25 dataset; level of theory: ωB97M-V/def2-TZVPD.

ORCA input file:
```
! wB97M-V def2-TZVPD RIJCOSX def2/J DEFGRID3
* xyz 1 1
Zn 1.179 -0.094 0.894
C -3.001 -0.783 -1.884
N -1.681 -0.242 -1.724
C -1.243 0.928 -2.250
C 0.021 1.123 -1.765
N 0.351 0.094 -0.948
C -0.696 -0.734 -0.943
P -0.673 -2.401 -0.202
C 1.154 -2.594 -0.196
N 2.088 -1.734 0.219
C 3.287 -2.325 0.029
C 3.085 -3.567 -0.508
N 1.746 -3.719 -0.642
C 1.069 -4.873 -1.168
C -0.802 -1.847 1.531
N 0.195 -1.278 2.201
C -0.280 -0.998 3.437
C -1.578 -1.414 3.520
N -1.898 -1.945 2.308
C -3.202 -2.371 1.887
H -3.306 -0.695 -2.927
H -3.711 -0.233 -1.260
H -3.002 -1.834 -1.590
H -1.855 1.562 -2.858
H 0.707 1.919 -1.967
H 4.200 -1.831 0.288
H 3.779 -4.329 -0.793
H 1.807 -5.633 -1.411
H 0.515 -4.610 -2.071
H 0.372 -5.275 -0.431
H 0.334 -0.505 4.163
H -2.282 -1.369 4.326
H -3.658 -3.002 2.651
H -3.114 -2.939 0.960
H -3.838 -1.499 1.713
O -2.177 4.995 0.371
S -1.462 3.912 -0.215
O -1.951 3.398 -1.469
N -1.307 2.605 0.814
C -0.066 2.328 1.009
O 0.335 1.310 1.682
C 0.926 3.220 0.364
C 2.306 3.095 0.398
C 3.053 4.004 -0.337
C 2.430 5.000 -1.076
C 1.042 5.118 -1.105
C 0.311 4.213 -0.375
H 2.782 2.320 0.993
H 4.131 3.947 -0.326
H 3.032 5.692 -1.644
H 0.548 5.891 -1.673
*
```

Summary:
- Kohn-Sham gap (eV) = 9.0
- E_HOMO (eV) = -11.731
- energy above the lowest of the compared OMol25 structures with the same formula, charge and spin (kJ/mol) = 0.0
- lowest unoccupied orbital energy (hartree) = -0.1020

***

An isolated molecule of C6H13NS at a distorted geometry. Source: the OMol25 dataset; level of theory: ωB97M-V/def2-TZVPD.

ORCA input file:
```
! wB97M-V def2-TZVPD RIJCOSX def2/J DEFGRID3
* xyz 0 1
C 2.212 -0.183 0.089
C 0.705 0.276 0.190
C -0.272 -0.875 -0.098
C -1.574 -0.242 -0.605
C -1.179 1.196 -0.905
C 0.769 2.606 -0.606
H 2.458 -0.568 -0.927
H 2.459 -0.940 0.827
H 2.848 0.680 0.255
H 0.482 0.666 1.205
H 0.117 -1.443 -0.905
H -1.319 -1.316 1.999
H -1.884 -0.752 -1.514
H -2.381 -0.339 0.102
H -1.612 1.892 -0.167
H -1.495 1.527 -1.904
H 0.218 3.299 -1.258
H 0.755 2.945 0.442
H 1.810 2.596 -0.954
N 0.301 1.231 -0.811
S -0.534 -2.096 1.256
*
```

Summary:
- Kohn-Sham gap (eV) = 9.6
- SMILES = C[C@@H]1[C@@H](S)CCN1C
- E_HOMO (eV) = -8.638
- energy above the lowest of the compared OMol25 structures with the same formula, charge and spin (kJ/mol) = 36.5
- lowest unoccupied orbital energy (hartree) = 0.0361

***

A structure of composition C57H54N4OP2Pt at a distorted geometry. Source: the OMol25 dataset; level of theory: ωB97M-V/def2-TZVPD.

ORCA input file:
```
! wB97M-V def2-TZVPD RIJCOSX def2/J DEFGRID3
* xyz 4 1
Pt -1.655 1.210 1.749
C -5.345 2.249 2.029
C -3.902 2.648 2.020
C -3.014 2.343 3.111
C -3.480 1.670 4.385
C -1.726 2.974 3.153
C -0.896 2.796 4.400
C -1.453 4.034 2.259
C -0.393 5.040 2.571
C -2.302 4.242 1.125
C -2.030 5.376 0.188
C -3.470 3.492 0.967
C -4.342 3.694 -0.239
H -5.948 3.157 1.957
H -5.656 1.745 2.936
H -5.604 1.620 1.175
H -2.899 0.779 4.621
H -4.529 1.399 4.375
H -3.352 2.364 5.216
H -1.290 3.438 5.193
H 0.138 3.061 4.235
H -0.923 1.772 4.765
H 0.440 4.987 1.866
H -0.006 4.938 3.578
H -0.824 6.039 2.487
H -2.711 6.204 0.409
H -2.198 5.087 -0.845
H -1.016 5.746 0.277
H -4.077 2.967 -1.014
H -4.223 4.683 -0.666
H -5.397 3.560 -0.026
C -3.620 -11.680 -2.481
O -2.459 -10.844 -2.623
C -2.434 -9.613 -2.242
C -3.514 -8.927 -1.621
C -3.357 -7.628 -1.251
C -2.127 -6.942 -1.471
C -1.063 -7.621 -2.117
C -1.206 -8.920 -2.488
C -2.020 -5.594 -1.003
N -3.023 -4.946 -0.402
C -2.550 -3.741 -0.083
C -1.201 -3.611 -0.482
N -0.892 -4.808 -1.062
C -0.451 -2.463 -0.238
C 0.972 -2.415 -0.386
C 1.597 -1.248 -0.251
C 0.792 0.024 -0.145
N -0.512 -0.155 0.539
C -1.096 -1.341 0.378
C -2.440 -1.528 0.906
N -2.948 -0.557 1.683
C -4.139 -0.710 2.238
C -4.951 -1.815 2.001
C -4.470 -2.819 1.194
C -3.181 -2.697 0.665
H -3.362 -12.630 -2.935
H -4.481 -11.245 -2.991
H -3.867 -11.831 -1.429
H -4.451 -9.433 -1.434
H -4.164 -7.090 -0.776
H -0.130 -7.119 -2.331
H -0.408 -9.465 -2.976
H -0.009 -5.071 -1.468
H 1.524 -3.335 -0.521
H 2.671 -1.199 -0.267
H 0.594 0.370 -1.173
H -4.469 0.059 2.914
H -5.929 -1.868 2.457
H -5.046 -3.709 0.977
C 3.570 1.039 -0.196
P 1.912 1.362 0.516
C 1.513 2.974 -0.171
C 2.420 4.013 0.065
C 2.315 5.196 -0.643
C 1.330 5.339 -1.611
C 0.421 4.314 -1.834
C 0.494 3.139 -1.106
C 2.057 1.187 2.300
C 2.506 2.242 3.094
C 2.761 2.027 4.440
C 2.571 0.770 4.995
C 2.135 -0.285 4.204
C 1.881 -0.085 2.857
P 3.530 0.436 -1.988
C 5.241 -0.032 -2.319
C 6.254 -0.136 -1.367
C 7.511 -0.575 -1.753
C 7.748 -0.967 -3.063
C 6.743 -0.857 -4.017
C 5.491 -0.406 -3.645
C 3.240 1.882 -3.064
C 2.216 1.815 -4.004
C 2.037 2.850 -4.912
C 2.882 3.949 -4.877
C 3.905 4.016 -3.940
C 4.097 2.983 -3.035
H 4.050 0.265 0.407
H 4.154 1.958 -0.106
H 3.222 3.896 0.783
H 3.023 5.993 -0.458
H 1.273 6.252 -2.188
H -0.342 4.431 -2.592
H -0.226 2.349 -1.285
H 2.662 3.225 2.669
H 3.117 2.844 5.053
H 2.773 0.608 6.046
H 2.013 -1.270 4.632
H 1.576 -0.921 2.242
H 6.089 0.155 -0.336
H 8.312 -0.619 -1.027
H 8.711 -1.373 -3.337
H 6.932 -1.147 -5.042
H 4.692 -0.339 -4.376
H 1.580 0.937 -4.047
H 1.256 2.787 -5.658
H 2.757 4.747 -5.597
H 4.576 4.866 -3.930
H 4.924 3.018 -2.336
*
```

Summary:
- Kohn-Sham gap (spin up / spin down) (eV) = 3.1 / 3.1
- E_HOMO (spin up / spin down) (eV) = -15.633 / -15.633
- lowest unoccupied orbital energy (spin up / spin down) (hartree) = -0.4604 / -0.4605